# 1
C46H114N4O19 | wB97M-V/def2-TZVPD

The geometry in ORCA input format:
```
! RIJCOSX wB97M-V def2-TZVPD def2/J DEFGRID3
* xyz 0 1
C -12.041 24.595 -19.575
O -12.880 24.756 -18.450
C -12.532 23.933 -17.340
C -13.181 22.555 -17.402
O -14.483 22.461 -16.858
C -15.459 23.191 -17.543
C -16.733 23.221 -16.709
O -16.459 23.720 -15.439
C -17.624 23.801 -14.644
H -11.192 25.291 -19.546
H -12.598 24.773 -20.493
H -11.626 23.579 -19.611
H -12.885 24.487 -16.469
H -11.443 23.805 -17.313
H -12.545 21.876 -16.832
H -13.232 22.239 -18.456
H -15.729 22.665 -18.474
H -15.166 24.202 -17.827
H -17.034 22.164 -16.605
H -17.459 23.795 -17.299
H -17.351 24.265 -13.702
H -18.036 22.796 -14.481
H -18.396 24.400 -15.143
C -7.828 14.871 -27.914
O -6.875 14.068 -27.269
C -6.185 14.741 -26.255
C -7.003 15.090 -25.038
O -7.483 13.950 -24.370
C -6.580 13.386 -23.464
C -7.296 12.721 -22.306
O -7.935 13.595 -21.408
C -9.159 14.188 -21.841
H -8.702 15.038 -27.273
H -8.155 14.323 -28.795
H -7.423 15.841 -28.226
H -5.689 15.653 -26.637
H -5.347 14.128 -25.910
H -7.841 15.759 -25.228
H -6.362 15.708 -24.388
H -5.823 14.110 -23.136
H -5.988 12.606 -23.979
H -6.535 12.175 -21.743
H -7.980 11.960 -22.710
H -8.981 15.239 -22.057
H -9.883 14.089 -21.030
H -9.642 13.662 -22.667
C -11.545 11.774 -20.727
O -11.063 10.518 -20.288
C -9.667 10.478 -20.291
C -9.005 11.253 -19.129
O -9.800 11.196 -17.962
C -9.424 10.183 -17.078
C -10.510 10.046 -16.023
O -10.325 8.944 -15.166
C -10.652 7.712 -15.759
H -12.624 11.713 -20.842
H -11.127 12.071 -21.693
H -11.308 12.507 -19.952
H -9.298 10.855 -21.257
H -9.320 9.438 -20.287
H -8.936 12.310 -19.394
H -8.012 10.842 -18.935
H -8.469 10.400 -16.572
H -9.279 9.225 -17.599
H -11.488 9.966 -16.524
H -10.560 10.960 -15.429
H -11.614 7.783 -16.280
H -10.710 6.982 -14.956
H -9.896 7.374 -16.476
C -12.201 21.022 -22.056
O -13.011 20.757 -23.154
C -13.190 19.349 -23.314
C -14.022 19.111 -24.537
O -13.207 19.082 -25.678
C -13.897 18.704 -26.845
C -14.441 17.284 -26.841
O -13.473 16.424 -26.299
C -13.837 15.060 -26.300
H -11.224 20.503 -22.045
H -12.682 20.720 -21.119
H -11.934 22.079 -22.006
H -13.692 18.950 -22.420
H -12.210 18.863 -23.383
H -14.732 19.947 -24.620
H -14.603 18.189 -24.429
H -13.182 18.842 -27.660
H -14.725 19.397 -27.067
H -14.762 17.045 -27.862
H -15.341 17.293 -26.203
H -14.915 14.917 -26.176
H -13.294 14.573 -25.493
H -13.546 14.590 -27.248
C -12.874 15.537 -21.905
O -12.486 14.662 -20.862
C -11.856 15.355 -19.828
C -12.809 15.959 -18.815
O -13.346 17.173 -19.301
C -13.901 17.975 -18.298
C -13.694 19.434 -18.569
O -14.385 19.961 -19.691
C -15.780 20.015 -19.495
H -13.763 16.073 -21.579
H -13.137 14.968 -22.800
H -12.082 16.239 -22.189
H -11.272 16.223 -20.175
H -11.119 14.782 -19.255
H -12.307 16.121 -17.856
H -13.599 15.225 -18.565
H -13.602 17.797 -17.262
H -14.976 17.732 -18.289
H -12.624 19.598 -18.733
H -13.958 20.036 -17.689
H -16.055 20.587 -18.593
H -16.152 18.997 -19.405
H -16.251 20.572 -20.305
C -8.340 18.259 -21.544
C -7.891 18.618 -22.952
C -9.062 18.773 -23.893
O -9.852 17.615 -23.858
C -10.656 17.448 -25.016
N -7.043 19.824 -22.902
H -9.204 18.860 -21.230
H -7.556 18.315 -20.795
H -8.738 17.243 -21.563
H -7.202 17.845 -23.303
H -8.648 18.891 -24.908
H -9.658 19.658 -23.629
H -10.942 18.412 -25.434
H -11.589 16.947 -24.763
H -10.134 16.823 -25.749
H -6.821 20.142 -23.841
H -7.534 20.593 -22.455
C -16.226 17.043 -21.992
C -17.481 16.615 -21.276
C -17.241 15.486 -20.310
O -16.921 14.305 -21.021
C -15.975 13.488 -20.371
N -18.104 17.761 -20.535
H -15.698 16.183 -22.409
H -15.529 17.572 -21.329
H -16.364 17.696 -22.861
H -18.178 16.340 -22.079
H -18.144 15.314 -19.711
H -16.422 15.790 -19.642
H -16.117 12.476 -20.745
H -16.136 13.476 -19.283
H -14.941 13.816 -20.530
H -19.104 17.694 -20.724
H -17.886 18.606 -21.062
C -9.240 17.345 -18.189
C -9.493 17.801 -16.778
C -9.446 19.309 -16.671
O -9.755 19.684 -15.358
C -10.178 21.019 -15.236
N -10.851 17.372 -16.348
H -9.268 16.272 -18.357
H -8.292 17.718 -18.605
H -9.894 17.876 -18.896
H -8.712 17.396 -16.121
H -10.187 19.711 -17.384
H -8.473 19.700 -16.995
H -9.894 21.423 -14.266
H -11.265 21.097 -15.369
H -9.733 21.683 -15.990
H -10.722 16.454 -15.934
H -11.140 18.013 -15.617
C -14.376 19.822 -14.992
C -15.778 19.583 -15.542
C -16.323 18.211 -15.199
O -15.392 17.233 -15.584
C -15.988 15.954 -15.732
N -16.661 20.587 -14.946
H -13.693 19.043 -15.339
H -14.410 19.792 -13.902
H -13.982 20.777 -15.345
H -15.727 19.717 -16.633
H -17.309 18.063 -15.660
H -16.465 18.136 -14.110
H -15.267 15.313 -16.238
H -16.912 16.018 -16.312
H -16.183 15.515 -14.745
H -17.613 20.476 -15.262
H -16.288 21.519 -15.054
*
```

For the LUMO energy, the calculation gives 0.6036 eV. The SMILES is COC[C@H](C)N.COC[C@H](C)N.COC[C@H](C)N.COC[C@H](C)N.COCCOCCOC.COCCOCCOC.COCCOCCOC.COCCOCCOC.COCCOCCOC. The calculation puts the highest occupied orbital energy at -8.888 eV. Its energy above the lowest of the compared OMol25 structures with the same formula, charge and spin is 0.634 eV. For the molecular weight, the calculation gives 1027.427 u. The value obtained for the orbital gap is 9.4921 eV.

These are the Mulliken partial charges, in e, on atoms 1 to 2: atom 1 (C): -0.653, atom 2 (O): -0.392

# 2
C46H115N12O7P3 | wB97M-V/def2-TZVPD

The geometry in ORCA input format:
```
! RIJCOSX wB97M-V def2-TZVPD def2/J DEFGRID3
* xyz 0 1
O 18.155 -11.874 11.018
P 18.498 -12.945 12.043
N 19.426 -12.268 13.253
C 19.673 -10.802 13.207
C 19.787 -12.985 14.467
N 19.366 -14.201 11.421
C 18.774 -14.947 10.283
C 20.790 -13.953 11.265
N 17.203 -13.726 12.724
C 17.159 -15.142 13.158
C 15.973 -12.976 12.951
H 20.589 -10.584 12.653
H 19.895 -10.534 14.203
H 18.871 -10.215 12.828
H 19.330 -12.541 15.389
H 20.921 -13.029 14.669
H 19.365 -13.998 14.376
H 19.177 -15.972 10.292
H 17.730 -15.066 10.348
H 18.926 -14.518 9.292
H 21.161 -13.512 12.227
H 21.338 -14.873 11.103
H 21.060 -13.208 10.512
H 18.078 -15.681 12.816
H 17.122 -15.281 14.163
H 16.191 -15.509 12.691
H 15.721 -12.774 13.991
H 15.151 -13.653 12.448
H 15.934 -12.051 12.350
O 14.848 -12.401 16.086
P 13.480 -12.936 16.329
N 13.376 -14.546 16.790
C 14.549 -15.364 16.506
C 12.547 -15.009 17.776
N 12.589 -12.710 14.897
C 11.271 -13.245 14.645
C 13.023 -11.630 13.995
N 12.573 -12.162 17.561
C 12.134 -10.749 17.247
C 13.289 -12.097 18.835
H 15.289 -14.798 15.977
H 14.326 -16.222 15.824
H 15.077 -15.727 17.393
H 12.076 -15.909 17.372
H 11.673 -14.425 17.923
H 13.090 -15.310 18.672
H 11.163 -13.759 13.693
H 11.090 -13.956 15.432
H 10.506 -12.514 14.750
H 13.199 -12.057 12.982
H 12.155 -10.976 13.815
H 13.916 -11.075 14.348
H 11.360 -10.708 16.476
H 11.594 -10.397 18.113
H 12.957 -10.062 17.074
H 13.793 -13.015 19.098
H 12.569 -11.781 19.617
H 14.054 -11.339 18.738
O 15.383 -5.247 12.003
P 15.260 -6.491 12.796
N 14.880 -7.801 11.827
C 14.635 -9.084 12.429
C 15.514 -7.846 10.476
N 14.143 -6.291 13.946
C 14.240 -6.668 15.306
C 13.216 -5.139 13.773
N 16.658 -6.988 13.641
C 17.466 -5.949 14.226
C 17.434 -8.077 13.019
H 15.408 -9.782 12.267
H 13.673 -9.510 12.073
H 14.564 -8.884 13.489
H 14.753 -8.199 9.794
H 16.361 -8.428 10.444
H 15.762 -6.806 10.196
H 13.323 -7.114 15.651
H 15.071 -7.385 15.396
H 14.542 -5.855 15.934
H 12.161 -5.492 13.746
H 13.364 -4.377 14.557
H 13.378 -4.700 12.812
H 16.776 -5.290 14.777
H 18.194 -6.332 14.982
H 17.853 -5.291 13.462
H 16.909 -9.041 13.197
H 18.408 -8.104 13.505
H 17.581 -7.901 11.894
C 17.090 -4.546 19.431
C 17.155 -6.032 19.810
C 18.677 -6.427 19.972
C 18.955 -7.715 20.641
C 18.369 -7.664 22.025
C 16.854 -7.245 22.062
N 16.672 -6.061 21.228
O 15.295 -5.798 21.230
C 15.898 -8.390 21.652
C 16.513 -6.802 23.502
C 16.362 -6.837 18.824
H 17.425 -3.838 20.178
H 16.105 -4.356 19.142
H 17.715 -4.402 18.510
H 18.965 -6.385 18.953
H 19.128 -5.655 20.621
H 20.029 -7.913 20.628
H 18.490 -8.547 20.070
H 18.900 -7.007 22.672
H 18.231 -8.666 22.497
H 15.664 -8.565 20.613
H 16.248 -9.239 22.225
H 14.905 -8.064 21.990
H 16.667 -7.581 24.245
H 17.002 -5.894 23.687
H 15.432 -6.505 23.544
H 15.290 -6.613 18.918
H 16.698 -7.864 18.820
H 16.587 -6.366 17.876
H 15.195 -4.897 21.421
C 25.595 -6.620 16.840
C 24.265 -6.926 17.466
C 23.550 -5.601 17.758
C 22.187 -5.759 18.260
C 21.402 -6.543 17.199
C 21.969 -7.917 16.946
N 23.370 -7.649 16.518
O 23.928 -8.960 16.218
C 21.672 -8.885 18.084
C 21.373 -8.572 15.589
C 24.552 -7.648 18.807
H 26.265 -7.490 16.774
H 25.446 -6.193 15.791
H 26.104 -5.858 17.425
H 24.147 -5.091 18.498
H 23.673 -5.077 16.801
H 22.243 -6.397 19.114
H 21.617 -4.904 18.504
H 21.424 -5.979 16.220
H 20.369 -6.700 17.527
H 22.538 -9.461 18.449
H 20.786 -9.492 17.846
H 21.402 -8.243 18.922
H 21.843 -8.034 14.719
H 20.276 -8.382 15.505
H 21.658 -9.603 15.573
H 25.262 -7.018 19.298
H 23.721 -7.831 19.405
H 25.011 -8.613 18.687
H 24.098 -9.366 17.114
C 17.121 -13.513 18.638
C 17.862 -14.361 19.718
C 19.081 -13.592 20.225
C 19.613 -14.257 21.554
C 18.441 -14.234 22.554
C 17.245 -15.142 22.087
N 16.855 -14.532 20.824
O 15.676 -15.163 20.359
C 17.492 -16.707 21.946
C 16.127 -14.883 23.052
C 18.224 -15.763 19.096
H 16.847 -12.490 19.037
H 16.217 -14.060 18.419
H 17.673 -13.496 17.703
H 19.811 -13.667 19.446
H 18.815 -12.544 20.264
H 20.469 -13.706 21.992
H 19.833 -15.302 21.363
H 18.123 -13.182 22.708
H 18.655 -14.634 23.526
H 17.531 -17.154 22.932
H 16.601 -17.133 21.385
H 18.391 -16.884 21.395
H 15.340 -15.633 22.916
H 16.395 -15.102 24.064
H 15.631 -13.883 22.904
H 18.713 -15.581 18.134
H 17.288 -16.363 18.925
H 18.941 -16.297 19.705
H 14.932 -14.599 20.600
C 17.307 -10.204 15.956
O 16.066 -10.054 15.276
H 17.675 -9.229 16.230
H 17.146 -10.831 16.830
H 18.060 -10.655 15.319
H 15.692 -10.926 15.188
*
```

For the LUMO energy, the calculation gives 0.3287 eV. The SMILES is CN(C)P(=O)(N(C)C)N(C)C.CN(C)P(=O)(N(C)C)N(C)C.CN(C)P(=O)(N(C)C)N(C)C.CC1(C)CCCC(C)(C)N1O.CC1(C)CCCC(C)(C)N1O.CC1(C)CCCC(C)(C)N1O.CO. The calculation puts the highest occupied orbital energy at -8.324 eV. For the molecular weight, the calculation gives 1041.425 u. The value obtained for the orbital gap is 8.6522 eV.

These are the Mulliken partial charges, in e, on atoms 1 to 2: atom 1 (O): -1.036, atom 2 (P): 0.327